This record from the OMol25 dataset describes a cluster of 13 separate species, C78H195N13O26 in total. The level of theory is ωB97M-V/def2-TZVPD.

As for the HOMO-LUMO gap: 8.6 eV. As for the total charge: 0. The value obtained for the HOMO energy is -7.97 eV.

Geometry (Å):
C: 3.01 -1.77 4.57
O: 2.15 -0.77 4.06
C: 0.84 -1.29 3.81
C: -0.02 -0.15 3.36
N: -0.13 0.96 4.30
C: -0.84 2.10 3.68
C: -0.97 3.22 4.79
O: 0.35 3.75 5.15
C: 0.21 4.88 6.09
H: 3.97 -1.31 4.82
H: 3.24 -2.68 4.01
H: 2.65 -2.12 5.54
H: 0.48 -1.70 4.75
H: 0.90 -1.95 2.95
H: -1.01 -0.58 3.26
H: 0.24 0.30 2.40
H: 0.53 1.15 5.04
H: -1.84 1.78 3.37
H: -0.20 2.47 2.88
H: -1.51 2.82 5.65
H: -1.53 4.02 4.31
H: 0.00 4.55 7.10
H: -0.52 5.60 5.73
H: 1.15 5.44 6.11
C: -6.73 -0.18 2.21
O: -5.71 0.82 2.04
C: -5.15 0.75 0.74
C: -3.88 1.61 0.71
N: -4.07 3.04 0.53
C: -4.66 3.69 1.76
C: -4.98 5.26 1.69
O: -6.04 5.42 0.77
C: -7.39 5.41 1.35
H: -6.37 -1.19 2.08
H: -7.65 0.04 1.66
H: -7.07 -0.13 3.24
H: -5.87 1.09 -0.01
H: -4.90 -0.29 0.53
H: -3.41 1.30 -0.22
H: -3.18 1.40 1.52
H: -4.66 3.24 -0.26
H: -3.92 3.56 2.55
H: -5.52 3.13 2.12
H: -4.19 5.89 1.28
H: -5.23 5.71 2.65
H: -7.52 5.99 2.26
H: -7.71 4.42 1.69
H: -8.14 5.65 0.60
C: -1.85 -3.62 -8.10
O: -2.81 -2.91 -7.31
C: -3.88 -3.77 -6.97
C: -5.08 -2.90 -6.45
N: -4.83 -2.11 -5.24
C: -4.65 -2.92 -4.01
C: -4.05 -1.94 -2.91
O: -2.99 -1.15 -3.39
C: -1.93 -1.86 -4.00
H: -1.07 -2.86 -8.15
H: -2.18 -3.90 -9.10
H: -1.48 -4.49 -7.56
H: -3.58 -4.63 -6.37
H: -4.16 -4.20 -7.93
H: -5.99 -3.50 -6.33
H: -5.41 -2.15 -7.17
H: -3.92 -1.67 -5.24
H: -3.91 -3.69 -4.23
H: -5.59 -3.33 -3.64
H: -3.62 -2.51 -2.08
H: -4.85 -1.30 -2.53
H: -2.19 -2.27 -4.97
H: -1.54 -2.67 -3.38
H: -1.14 -1.13 -4.17
C: -0.38 6.97 -1.48
O: 0.04 7.72 -2.61
C: -0.11 7.06 -3.87
C: 0.41 7.89 -5.05
N: -0.65 8.77 -5.56
C: -0.11 9.59 -6.65
C: -1.23 10.29 -7.43
O: -1.93 11.23 -6.59
C: -2.95 11.85 -7.36
H: -0.06 5.93 -1.50
H: -1.47 6.99 -1.44
H: 0.07 7.51 -0.65
H: -1.13 6.75 -4.07
H: 0.49 6.15 -3.96
H: 0.72 7.23 -5.86
H: 1.16 8.60 -4.71
H: -0.97 9.39 -4.83
H: 0.48 8.92 -7.28
H: 0.69 10.26 -6.34
H: -1.90 9.56 -7.89
H: -0.65 10.75 -8.23
H: -3.49 12.61 -6.80
H: -3.68 11.10 -7.70
H: -2.61 12.36 -8.26
C: 0.20 -4.67 -4.75
O: 1.00 -3.59 -4.29
C: 2.37 -3.90 -4.09
C: 3.05 -2.76 -3.39
N: 4.43 -3.07 -2.92
C: 4.99 -1.92 -2.25
C: 5.46 -0.81 -3.26
O: 4.43 0.14 -3.55
C: 4.85 0.97 -4.66
H: 0.58 -4.99 -5.72
H: -0.74 -4.20 -5.01
H: 0.11 -5.45 -4.00
H: 2.85 -4.25 -5.01
H: 2.41 -4.71 -3.37
H: 2.30 -2.57 -2.62
H: 3.15 -1.84 -3.97
H: 4.47 -3.79 -2.21
H: 5.90 -2.23 -1.74
H: 4.33 -1.52 -1.49
H: 5.73 -1.38 -4.14
H: 6.33 -0.26 -2.91
H: 4.01 1.60 -4.94
H: 5.22 0.33 -5.47
H: 5.77 1.53 -4.52
C: -3.44 -5.60 -2.07
O: -4.56 -4.92 -1.53
C: -5.76 -5.68 -1.49
C: -6.89 -4.92 -0.72
N: -6.72 -5.21 0.73
C: -7.79 -4.63 1.62
C: -7.54 -4.90 3.11
O: -6.45 -4.15 3.53
C: -5.97 -4.48 4.79
H: -3.48 -5.79 -3.14
H: -3.34 -6.57 -1.59
H: -2.62 -4.92 -1.87
H: -5.60 -6.67 -1.06
H: -6.03 -5.95 -2.51
H: -7.89 -5.20 -1.06
H: -6.68 -3.87 -0.90
H: -5.78 -4.95 0.99
H: -8.76 -5.07 1.39
H: -7.98 -3.58 1.42
H: -7.36 -5.97 3.22
H: -8.41 -4.61 3.71
H: -6.75 -4.45 5.55
H: -5.23 -3.74 5.11
H: -5.48 -5.45 4.81
C: 7.99 -6.39 -2.48
O: 7.01 -6.20 -1.41
C: 7.02 -4.86 -0.84
C: 5.97 -4.73 0.26
N: 4.61 -4.58 -0.19
C: 3.65 -4.20 0.85
C: 2.19 -4.03 0.30
O: 1.65 -5.29 -0.10
C: 0.38 -5.17 -0.72
H: 9.02 -6.16 -2.24
H: 7.75 -5.72 -3.30
H: 7.91 -7.37 -2.95
H: 6.81 -4.17 -1.66
H: 8.01 -4.65 -0.43
H: 6.16 -3.77 0.72
H: 6.17 -5.46 1.05
H: 4.31 -5.46 -0.59
H: 3.92 -3.32 1.44
H: 3.53 -5.02 1.55
H: 2.20 -3.36 -0.57
H: 1.55 -3.50 1.00
H: -0.39 -4.73 -0.08
H: 0.10 -6.20 -0.93
H: 0.41 -4.65 -1.68
C: 10.70 -2.12 0.43
O: 9.61 -1.25 0.04
C: 10.00 0.09 0.13
C: 8.83 1.12 -0.11
N: 7.67 1.00 0.75
C: 6.93 -0.27 0.66
C: 5.63 -0.22 1.54
O: 4.78 0.74 0.96
C: 3.56 0.88 1.71
H: 11.20 -1.79 1.34
H: 11.45 -2.26 -0.35
H: 10.23 -3.05 0.75
H: 10.84 0.44 -0.47
H: 10.33 0.27 1.15
H: 8.46 1.08 -1.13
H: 9.23 2.11 0.12
H: 6.99 1.71 0.48
H: 7.45 -1.20 0.88
H: 6.47 -0.40 -0.32
H: 5.86 0.12 2.55
H: 5.23 -1.23 1.69
H: 2.93 1.66 1.28
H: 3.59 1.12 2.77
H: 3.01 -0.05 1.54
C: -3.18 -14.21 4.43
O: -4.03 -13.75 3.38
C: -4.55 -12.40 3.53
C: -4.55 -11.78 2.12
N: -4.99 -10.39 2.08
C: -3.95 -9.45 2.50
C: -4.22 -7.96 2.19
O: -3.13 -7.12 2.57
C: -3.34 -5.76 2.05
H: -3.74 -13.95 5.33
H: -2.26 -13.63 4.41
H: -3.00 -15.26 4.20
H: -3.83 -11.80 4.10
H: -5.56 -12.36 3.93
H: -5.25 -12.35 1.51
H: -3.55 -11.88 1.71
H: -5.86 -10.27 2.57
H: -3.07 -9.86 1.99
H: -3.76 -9.56 3.57
H: -5.17 -7.70 2.67
H: -4.51 -7.83 1.14
H: -2.68 -4.94 2.35
H: -4.35 -5.46 2.32
H: -3.29 -5.65 0.97
C: 2.73 4.29 -3.78
O: 3.02 5.66 -4.13
C: 4.06 6.32 -3.27
C: 4.36 7.77 -3.78
N: 3.62 8.73 -3.02
C: 3.64 10.02 -3.59
C: 5.04 10.71 -3.67
O: 5.60 10.61 -5.03
C: 7.01 10.96 -5.22
H: 2.30 4.09 -2.80
H: 3.62 3.67 -3.91
H: 2.07 3.83 -4.52
H: 4.94 5.68 -3.27
H: 3.74 6.34 -2.23
H: 4.20 7.91 -4.85
H: 5.42 7.97 -3.62
H: 2.65 8.51 -2.85
H: 2.95 10.63 -3.01
H: 3.08 9.93 -4.52
H: 5.68 10.18 -2.97
H: 4.90 11.76 -3.42
H: 7.75 10.28 -4.79
H: 7.27 11.90 -4.75
H: 7.16 11.10 -6.29
C: 10.24 4.91 2.51
O: 9.10 5.81 2.48
C: 8.43 5.79 1.23
C: 7.02 6.48 1.33
N: 6.50 6.72 -0.04
C: 5.37 7.57 0.00
C: 4.12 6.96 0.72
O: 3.93 5.61 0.27
C: 2.62 5.19 0.60
H: 10.83 5.10 1.61
H: 9.89 3.88 2.44
H: 10.78 4.92 3.46
H: 8.17 4.81 0.83
H: 9.15 6.20 0.53
H: 7.18 7.48 1.72
H: 6.26 5.97 1.92
H: 6.21 5.79 -0.30
H: 5.09 7.89 -1.00
H: 5.66 8.47 0.55
H: 3.34 7.64 0.38
H: 4.24 7.01 1.80
H: 2.52 5.12 1.68
H: 2.42 4.14 0.36
H: 1.79 5.76 0.19
C: -7.16 -3.96 9.32
O: -6.73 -3.02 8.35
C: -7.77 -2.18 7.92
C: -7.36 -1.29 6.75
N: -6.23 -0.46 7.13
C: -5.62 0.10 5.97
C: -4.16 0.34 6.17
O: -3.56 -0.78 6.71
C: -2.23 -0.54 7.04
H: -7.64 -3.43 10.14
H: -6.28 -4.47 9.70
H: -7.87 -4.66 8.88
H: -8.11 -1.53 8.72
H: -8.66 -2.66 7.52
H: -8.19 -0.69 6.38
H: -6.96 -2.00 6.02
H: -5.58 -1.08 7.60
H: -6.14 1.01 5.69
H: -5.78 -0.50 5.08
H: -4.05 1.15 6.89
H: -3.85 0.73 5.20
H: -1.83 -1.48 7.44
H: -2.30 0.16 7.87
H: -1.64 -0.06 6.26
C: -0.42 2.77 -0.30
O: 0.29 1.52 -0.15
C: 0.24 0.68 -1.29
C: 0.83 -0.73 -0.85
N: -0.04 -1.32 0.15
C: -1.31 -1.95 -0.28
C: -2.17 -2.71 0.76
O: -2.74 -1.74 1.65
C: -3.58 -2.30 2.67
H: -1.46 2.50 -0.50
H: -0.04 3.42 -1.09
H: -0.41 3.32 0.64
H: 0.87 1.13 -2.06
H: -0.70 0.60 -1.84
H: 1.78 -0.49 -0.36
H: 0.99 -1.34 -1.74
H: -0.27 -0.45 0.61
H: -1.17 -2.59 -1.16
H: -1.92 -1.16 -0.73
H: -1.47 -3.27 1.39
H: -2.93 -3.32 0.26
H: -4.08 -1.52 3.25
H: -2.92 -2.80 3.38
H: -4.34 -2.96 2.25

Atomic partial charges in e from the Löwdin method, atoms 1 to 99: atom 1 (C): -0.119, atom 2 (O): -0.200, atom 3 (C): -0.194, atom 4 (C): -0.213, atom 5 (N): -0.066, atom 6 (C): -0.161, atom 7 (C): -0.194, atom 8 (O): -0.203, atom 9 (C): -0.079, atom 10 (H): 0.085, atom 11 (H): 0.077, atom 12 (H): 0.080, atom 13 (H): 0.124, atom 14 (H): 0.110, atom 15 (H): 0.108, atom 16 (H): 0.097, atom 17 (H): 0.114, atom 18 (H): 0.097, atom 19 (H): 0.102, atom 20 (H): 0.110, atom 21 (H): 0.103, atom 22 (H): 0.081, atom 23 (H): 0.076, atom 24 (H): 0.078, atom 25 (C): -0.094, atom 26 (O): -0.204, atom 27 (C): -0.211, atom 28 (C): -0.214, atom 29 (N): -0.046, atom 30 (C): -0.151, atom 31 (C): -0.193, atom 32 (O): -0.208, atom 33 (C): -0.083, atom 34 (H): 0.073, atom 35 (H): 0.089, atom 36 (H): 0.069, atom 37 (H): 0.126, atom 38 (H): 0.105, atom 39 (H): 0.102, atom 40 (H): 0.108, atom 41 (H): 0.102, atom 42 (H): 0.096, atom 43 (H): 0.092, atom 44 (H): 0.112, atom 45 (H): 0.108, atom 46 (H): 0.079, atom 47 (H): 0.070, atom 48 (H): 0.082, atom 49 (C): -0.093, atom 50 (O): -0.213, atom 51 (C): -0.221, atom 52 (C): -0.169, atom 53 (N): -0.056, atom 54 (C): -0.178, atom 55 (C): -0.181, atom 56 (O): -0.200, atom 57 (C): -0.102, atom 58 (H): 0.094, atom 59 (H): 0.087, atom 60 (H): 0.075, atom 61 (H): 0.110, atom 62 (H): 0.108, atom 63 (H): 0.111, atom 64 (H): 0.112, atom 65 (H): 0.067, atom 66 (H): 0.082, atom 67 (H): 0.110, atom 68 (H): 0.087, atom 69 (H): 0.122, atom 70 (H): 0.065, atom 71 (H): 0.071, atom 72 (H): 0.105, atom 73 (C): -0.098, atom 74 (O): -0.195, atom 75 (C): -0.203, atom 76 (C): -0.194, atom 77 (N): -0.068, atom 78 (C): -0.221, atom 79 (C): -0.212, atom 80 (O): -0.174, atom 81 (C): -0.128, atom 82 (H): 0.065, atom 83 (H): 0.087, atom 84 (H): 0.087, atom 85 (H): 0.124, atom 86 (H): 0.094, atom 87 (H): 0.126, atom 88 (H): 0.100, atom 89 (H): 0.112, atom 90 (H): 0.114, atom 91 (H): 0.112, atom 92 (H): 0.120, atom 93 (H): 0.114, atom 94 (H): 0.084, atom 95 (H): 0.082, atom 96 (H): 0.081, atom 97 (C): -0.098, atom 98 (O): -0.209, atom 99 (C): -0.222